# 1
{
  "formula": "C15H25BrNO12P",
  "method": "ωB97M-V with the def2-TZVPD basis set",
  "elements": ["C", "O", "C", "O", "N", "C", "P", "O", "Br", "H", "H", "H", "H", "H", "H", "H", "C", "C", "C", "O", "C", "O", "O", "H", "H", "H", "H", "H", "H", "C", "C", "C", "O", "C", "O", "O", "H", "H", "H", "H", "H", "H", "C", "C", "C", "O", "C", "O", "O", "H", "H", "H", "H", "H", "H"],
  "coordinates": [[5.168958, 1.097511, -0.489459], [4.661502, 2.180939, -1.278120], [3.407325, 1.956757, -1.717740], [3.178603, 1.914838, -2.851332], [2.469875, 1.813221, -0.684487], [2.131961, 3.113826, -0.057548], [1.111948, 0.834112, -1.179865], [-0.204762, 1.624340, -0.606672], [1.283743, -0.939122, 0.225083], [5.705553, 0.411919, -1.140773], [5.858846, 1.484063, 0.245536], [4.390977, 0.555461, 0.037273], [1.289018, 3.013404, 0.605996], [2.975075, 3.409422, 0.561829], [2.007315, 3.907285, -0.786042], [-0.748214, 0.973157, -0.131569], [-5.667572, -1.545303, 0.087898], [-4.255579, -1.375763, 0.588731], [-3.499448, -0.237402, -0.046207], [-2.137221, -0.684284, 0.059226], [-2.160949, -2.055750, 0.060674], [-1.213925, -2.755078, -0.065591], [-3.433814, -2.499163, 0.223515], [-6.119517, -2.439917, 0.516752], [-6.281947, -0.685005, 0.352848], [-5.683974, -1.670893, -0.995629], [-4.247544, -1.297366, 1.679856], [-3.635998, 0.708530, 0.473972], [-3.738511, -0.105086, -1.103826], [7.085896, 2.433579, -3.424866], [8.430508, 2.599683, -2.762881], [9.198605, 3.822302, -3.198418], [10.556904, 3.414216, -2.992922], [10.594700, 2.060729, -3.126444], [11.588081, 1.419452, -3.214670], [9.335062, 1.548774, -3.145693], [6.632259, 1.487146, -3.136246], [6.411135, 3.240469, -3.143866], [7.186994, 2.418183, -4.511331], [8.322719, 2.567080, -1.674334], [8.968329, 4.705273, -2.606356], [9.063380, 4.053504, -4.257803], [-8.433644, -5.223759, 3.953367], [-7.800589, -3.913904, 3.554318], [-7.873917, -2.833512, 4.605162], [-7.851874, -1.640008, 3.810694], [-8.391416, -1.953237, 2.603019], [-8.705065, -1.159420, 1.778875], [-8.517574, -3.299285, 2.468955], [-8.427540, -5.921129, 3.115992], [-7.896534, -5.674538, 4.787794], [-9.476000, -5.078190, 4.240198], [-6.770115, -4.076524, 3.224706], [-7.034374, -2.851760, 5.296350], [-8.807654, -2.853777, 5.172074]],
  "forces_ev_per_a": [[0.4, -0.1, 0.2], [0.4, -0.1, 0.7], [0.8, 0.1, 2.6], [-0.9, -0.1, -3.9], [-2.0, 0.4, 0.3], [1.4, -0.1, 0.8], [0.2, -0.6, -1.2], [0.6, -0.3, 0.6], [0.2, 0.4, 0.3], [0.0, -0.1, -0.1], [0.2, 0.3, 0.1], [-0.3, 0.0, 0.0], [-0.3, 0.0, -0.1], [0.1, 0.1, 0.1], [-0.4, 0.0, -0.2], [-0.2, 0.1, 0.0], [0.0, -0.3, -0.1], [-0.5, 0.0, -0.2], [0.1, 0.2, 0.1], [-0.1, -0.1, 0.0], [-0.1, -0.3, 0.0], [-0.2, 0.1, 0.0], [0.3, 0.3, 0.1], [0.0, 0.1, 0.1], [0.0, 0.0, 0.1], [0.1, 0.1, 0.0], [0.1, 0.0, 0.0], [0.2, 0.0, 0.0], [-0.1, -0.1, 0.0], [0.1, -0.3, -0.2], [-0.5, 0.0, -0.3], [0.1, 0.2, 0.2], [-0.1, -0.1, -0.1], [0.0, -0.1, 0.0], [0.0, 0.0, 0.0], [0.3, 0.2, 0.1], [-0.1, 0.1, 0.1], [0.0, 0.0, 0.1], [0.1, 0.1, 0.0], [0.1, 0.0, 0.0], [0.2, 0.0, 0.1], [-0.1, -0.1, 0.0], [-0.3, 0.0, -0.3], [-0.2, -0.5, 0.2], [0.2, 0.1, 0.1], [-0.1, -0.1, -0.1], [0.0, 0.0, 0.0], [0.0, 0.1, 0.0], [0.2, 0.3, 0.1], [0.1, 0.0, 0.0], [0.0, 0.0, 0.0], [0.0, 0.1, 0.1], [0.0, 0.1, 0.0], [0.0, 0.2, -0.1], [0.0, -0.1, -0.1]],
  "mulliken_charge": [-0.672, -0.263, 0.364, -0.458, 0.385, -1.008, 0.183, -0.412, -0.269, 0.271, 0.259, 0.324, 0.330, 0.280, 0.400, 0.352, -1.527, 0.556, -0.510, -0.200, 0.492, -0.475, -0.359, 0.272, 0.419, 0.389, 0.198, 0.361, 0.319, -1.405, 0.581, -0.462, -0.334, 0.634, -0.525, -0.352, 0.252, 0.362, 0.420, 0.196, 0.315, 0.306, -1.478, 0.577, -0.484, -0.328, 0.668, -0.532, -0.354, 0.359, 0.385, 0.356, 0.216, 0.314, 0.314],
  "lumo_ev": 0.313,
  "orbital_gap_ev": 9.086,
  "smiles": "COC(=O)N(C)P(O)Br.C[C@@H]1COC(=O)O1.C[C@@H]1COC(=O)O1.C[C@@H]1COC(=O)O1",
  "largest_force_ha_per_bohr": 0.078,
  "homo_energy_ev": -8.77
}

# 2
{
  "formula": "C15H25Cl12NO9",
  "method": "ωB97M-V with the def2-TZVPD basis set",
  "elements": ["C", "O", "C", "O", "O", "C", "H", "H", "H", "H", "H", "H", "C", "O", "C", "O", "O", "C", "H", "H", "H", "H", "H", "H", "C", "O", "C", "O", "O", "C", "H", "H", "H", "H", "H", "H", "Cl", "C", "Cl", "Cl", "H", "Cl", "C", "Cl", "Cl", "H", "Cl", "C", "Cl", "Cl", "H", "Cl", "C", "Cl", "Cl", "H", "C", "C", "N", "H", "H", "H"],
  "coordinates": [[-0.763813, 15.133765, 19.006310], [-1.426826, 16.370308, 19.114179], [-2.165829, 16.481323, 20.196567], [-2.282093, 15.678362, 21.067632], [-2.772720, 17.673432, 20.150064], [-3.497567, 18.030833, 21.312059], [-1.462257, 14.304071, 18.869780], [-0.244018, 14.912207, 19.944084], [-0.044359, 15.138707, 18.200362], [-4.421886, 18.550826, 21.061704], [-2.867378, 18.705282, 21.888500], [-3.805511, 17.155413, 21.868385], [-8.497875, 11.191207, 19.338616], [-8.075459, 10.098120, 20.174796], [-6.833896, 9.620927, 20.024804], [-6.091962, 9.906832, 19.152770], [-6.601198, 8.812510, 21.042245], [-5.286764, 8.288569, 21.115031], [-9.588785, 11.186248, 19.296403], [-8.127655, 11.163494, 18.318158], [-8.255345, 12.130461, 19.847721], [-4.816276, 8.254362, 20.134824], [-5.386315, 7.254938, 21.445524], [-4.694767, 8.847849, 21.831469], [-12.815486, 15.583832, 23.638700], [-12.214728, 16.166569, 22.492545], [-11.272498, 15.411531, 21.929609], [-10.851521, 14.382224, 22.365634], [-10.875338, 16.020579, 20.840390], [-9.855243, 15.364355, 20.086136], [-13.287050, 14.635207, 23.393835], [-13.583868, 16.274673, 23.975034], [-12.089049, 15.468394, 24.440320], [-10.332433, 14.642499, 19.420138], [-9.115717, 14.896135, 20.725382], [-9.414590, 16.138718, 19.465525], [-6.856103, 14.636707, 22.214694], [-5.405075, 14.324565, 21.254934], [-5.253424, 15.444770, 19.894393], [-5.475731, 12.696685, 20.596277], [-4.524132, 14.474813, 21.864038], [-4.516104, 16.214925, 26.692367], [-6.023891, 16.386308, 25.811435], [-6.268806, 18.024626, 25.235155], [-7.402535, 15.865635, 26.788623], [-5.977576, 15.710402, 24.971969], [-5.284320, 11.155103, 15.667633], [-4.595873, 11.678690, 17.197774], [-3.919662, 13.320029, 17.050487], [-3.330862, 10.615599, 17.772695], [-5.418187, 11.722712, 17.887656], [-4.093296, 12.547046, 27.129893], [-3.193468, 12.545894, 25.616542], [-1.705938, 13.469744, 25.786717], [-4.142656, 13.152672, 24.245577], [-2.923501, 11.534306, 25.362442], [-4.589934, 18.035988, 17.499336], [-4.448639, 19.449027, 17.152006], [-4.315299, 20.567275, 16.896975], [-5.098944, 17.943823, 18.458672], [-3.631382, 17.534383, 17.600698], [-5.196853, 17.559904, 16.728662]],
  "forces_ev_per_a": [[0.5, -1.4, 0.8], [0.1, 0.3, -0.8], [-0.4, 1.1, -0.2], [0.0, -1.0, 0.8], [-0.1, -0.1, -0.4], [-0.4, 0.4, 0.5], [-0.1, 0.2, -0.2], [0.1, 0.1, -0.2], [-0.1, 0.4, -0.3], [0.2, 0.1, -0.5], [-0.1, -0.1, 0.3], [0.3, -0.1, 0.3], [-0.5, 0.4, 0.5], [-0.3, 0.1, -0.2], [-1.9, 0.4, 1.3], [1.5, 0.5, -1.6], [-0.1, -0.1, 0.2], [0.3, -1.0, -0.2], [0.1, -0.5, 0.1], [0.4, -0.2, 0.1], [0.3, -0.2, -0.3], [0.1, 0.3, 0.0], [0.0, 0.1, 0.2], [0.1, 0.2, 0.0], [-0.3, 0.1, 0.5], [-0.2, 0.1, -0.1], [-0.3, 0.4, 0.5], [0.3, -0.9, 0.3], [0.4, 0.5, -0.8], [-0.3, 0.1, -0.5], [0.1, -0.1, 0.0], [0.0, 0.1, -0.1], [0.1, -0.2, -0.1], [0.1, -0.2, 0.2], [0.0, 0.0, 0.0], [0.1, 0.0, 0.1], [0.2, 0.1, 0.1], [-0.2, 0.1, -0.5], [-0.3, 0.2, 0.0], [0.3, -0.3, 0.2], [0.1, -0.2, 0.1], [0.1, 0.1, 0.1], [-0.2, -0.3, 0.1], [0.1, 0.1, -0.1], [0.0, 0.0, 0.1], [0.0, 0.0, -0.2], [0.1, -0.1, -0.2], [0.2, 0.5, -0.2], [-0.1, 0.1, -0.1], [0.0, -0.2, 0.0], [0.0, -0.1, 0.4], [-0.1, -0.1, -0.2], [0.1, 0.2, 0.0], [0.1, 0.1, 0.0], [-0.2, 0.0, 0.2], [0.0, -0.2, 0.1], [-0.4, 0.1, -0.1], [0.4, 0.8, 0.0], [-0.2, -0.9, 0.2], [-0.1, 0.1, 0.0], [0.1, 0.1, -0.2], [0.1, -0.1, 0.1]],
  "mulliken_charge": [-0.613, -0.330, 0.936, -0.585, -0.301, -0.698, 0.212, 0.290, 0.251, 0.221, 0.294, 0.312, -0.459, -0.363, 0.834, -0.462, -0.348, -0.669, 0.284, 0.302, 0.120, 0.325, 0.258, 0.242, -0.626, -0.343, 0.849, -0.562, -0.353, -0.396, 0.297, 0.220, 0.285, 0.307, 0.069, 0.245, -0.110, -0.038, -0.017, 0.049, 0.095, -0.113, 0.668, -0.130, -0.135, -0.310, -0.145, 0.787, -0.103, -0.129, -0.438, -0.095, -0.142, -0.111, 0.011, 0.347, -0.207, 0.147, -0.410, 0.010, 0.096, 0.376],
  "lumo_ev": 0.200,
  "orbital_gap_ev": 11.236,
  "smiles": "COC(=O)OC.COC(=O)OC.COC(=O)OC.ClC(Cl)Cl.ClC(Cl)Cl.ClC(Cl)Cl.ClC(Cl)Cl.CC#N",
  "largest_force_ha_per_bohr": 0.046,
  "homo_energy_ev": -11.04
}

Question: Number 1 is which compound?
Answer: C15H25BrNO12P

Question: Number 1 is which compound?
Answer: C15H25BrNO12P